[1]
{
  "formula": "C44H110BHgN10O18",
  "method": "wB97M-V/def2-TZVPD",
  "e_above_lowest_kcal_mol": 0.0,
  "largest_force_ev_per_a": 5.4,
  "homo_lumo_gap_ev": 4.476,
  "total_charge": 1,
  "species": ["Hg", "O", "C", "O", "B", "O", "C", "O", "O", "C", "O", "C", "O", "O", "C", "C", "C", "O", "C", "N", "H", "H", "H", "H", "H", "H", "H", "H", "H", "H", "H", "C", "C", "C", "O", "C", "N", "H", "H", "H", "H", "H", "H", "H", "H", "H", "H", "H", "C", "C", "C", "O", "C", "N", "H", "H", "H", "H", "H", "H", "H", "H", "H", "H", "H", "C", "C", "C", "O", "C", "N", "H", "H", "H", "H", "H", "H", "H", "H", "H", "H", "H", "C", "C", "C", "O", "C", "N", "H", "H", "H", "H", "H", "H", "H", "H", "H", "H", "H", "C", "C", "C", "O", "C", "N", "H", "H", "H", "H", "H", "H", "H", "H", "H", "H", "H", "C", "C", "C", "O", "C", "N", "H", "H", "H", "H", "H", "H", "H", "H", "H", "H", "H", "C", "C", "C", "O", "C", "N", "H", "H", "H", "H", "H", "H", "H", "H", "H", "H", "H", "C", "C", "C", "O", "C", "N", "H", "H", "H", "H", "H", "H", "H", "H", "H", "H", "H", "C", "C", "C", "O", "C", "N", "H", "H", "H", "H", "H", "H", "H", "H", "H", "H", "H"],
  "xyz": [[-5.45, -2.45, -3.45], [-3.36, -2.73, 0.37], [-2.45, -2.12, -0.23], [-1.26, -1.88, 0.25], [-0.51, -1.08, -0.74], [-1.41, -0.98, -1.90], [-2.56, -1.61, -1.68], [-3.51, -1.66, -2.42], [0.82, -1.57, -1.09], [1.73, -0.76, -0.73], [2.96, -0.97, -0.75], [0.99, 0.54, -0.09], [-0.30, 0.31, -0.25], [1.54, 1.46, 0.51], [2.11, -4.92, -0.11], [1.28, -5.63, -1.19], [1.32, -5.07, -2.66], [0.39, -5.83, -3.49], [0.31, -5.24, -4.75], [1.66, -7.05, -1.25], [2.94, -4.39, -0.59], [2.43, -5.62, 0.66], [1.51, -4.19, 0.43], [0.22, -5.60, -0.93], [2.35, -5.07, -3.00], [0.92, -4.06, -2.58], [-0.32, -4.35, -4.77], [-0.22, -5.88, -5.46], [1.31, -5.01, -5.12], [2.54, -7.14, -1.73], [1.05, -7.46, -1.95], [-0.78, 5.57, 0.68], [0.26, 5.24, 1.79], [1.54, 6.12, 1.63], [2.34, 5.73, 0.51], [3.39, 4.79, 0.84], [-0.41, 5.48, 3.08], [-0.40, 5.42, -0.33], [-1.15, 6.59, 0.80], [-1.68, 4.99, 0.88], [0.50, 4.19, 1.65], [2.16, 6.20, 2.53], [1.22, 7.15, 1.47], [4.01, 5.17, 1.65], [3.98, 4.72, -0.08], [2.91, 3.88, 1.22], [-1.38, 5.22, 3.13], [0.12, 4.92, 3.73], [3.85, 2.33, -2.00], [5.24, 2.73, -2.47], [5.39, 4.26, -2.74], [6.61, 4.55, -3.42], [6.89, 5.87, -3.73], [6.23, 2.31, -1.54], [3.77, 1.26, -1.79], [3.15, 2.67, -2.77], [3.49, 2.87, -1.13], [5.49, 2.27, -3.43], [5.41, 4.79, -1.79], [4.55, 4.60, -3.35], [7.67, 5.98, -4.48], [7.08, 6.46, -2.83], [6.06, 6.35, -4.24], [7.15, 2.55, -1.87], [6.17, 2.72, -0.62], [-3.23, -1.67, -7.08], [-4.04, -2.22, -5.95], [-3.20, -3.29, -5.20], [-3.94, -3.90, -4.14], [-3.33, -5.10, -3.64], [-4.37, -1.13, -5.04], [-3.02, -2.43, -7.83], [-2.29, -1.19, -6.81], [-3.71, -0.84, -7.59], [-4.92, -2.68, -6.41], [-2.26, -2.83, -4.90], [-2.92, -4.12, -5.84], [-3.85, -5.27, -2.70], [-2.27, -4.97, -3.44], [-3.42, -6.02, -4.23], [-4.74, -0.35, -5.57], [-3.61, -0.53, -4.75], [-0.95, 0.87, -4.16], [-2.17, 1.60, -3.70], [-1.78, 3.10, -3.47], [-2.83, 3.87, -2.91], [-3.17, 3.52, -1.57], [-3.16, 1.50, -4.70], [-0.12, 0.82, -3.45], [-0.50, 1.39, -5.01], [-1.12, -0.12, -4.60], [-2.51, 1.12, -2.78], [-1.54, 3.49, -4.45], [-0.99, 3.14, -2.72], [-3.45, 2.48, -1.44], [-4.00, 4.20, -1.36], [-2.36, 3.73, -0.88], [-2.65, 1.74, -5.54], [-3.88, 2.21, -4.62], [1.52, 3.39, 7.70], [2.70, 3.98, 6.91], [2.20, 4.70, 5.63], [1.67, 3.80, 4.60], [2.37, 2.69, 4.00], [3.48, 4.81, 7.84], [0.97, 2.77, 7.00], [0.95, 4.18, 8.20], [1.96, 2.75, 8.46], [3.41, 3.20, 6.66], [2.97, 5.33, 5.19], [1.43, 5.43, 5.91], [2.02, 2.33, 3.03], [2.62, 1.89, 4.70], [3.26, 3.26, 3.74], [2.93, 5.51, 8.33], [3.80, 4.33, 8.66], [-1.43, 1.74, 2.73], [-0.77, 0.59, 3.54], [-0.65, 0.72, 5.03], [0.10, -0.43, 5.46], [0.48, -0.45, 6.82], [-1.34, -0.68, 3.13], [-1.51, 1.47, 1.68], [-0.77, 2.60, 2.74], [-2.39, 1.98, 3.19], [0.27, 0.50, 3.22], [-1.62, 0.60, 5.52], [-0.25, 1.68, 5.34], [0.95, 0.51, 7.04], [1.29, -1.16, 7.02], [-0.34, -0.60, 7.53], [-1.08, -0.76, 2.16], [-0.80, -1.30, 3.72], [-4.70, -2.96, 3.60], [-4.25, -2.13, 4.85], [-2.97, -2.79, 5.50], [-2.44, -2.19, 6.69], [-1.90, -3.06, 7.58], [-4.15, -0.68, 4.61], [-5.00, -3.98, 3.84], [-3.95, -2.94, 2.81], [-5.61, -2.52, 3.19], [-5.01, -2.13, 5.63], [-2.15, -2.80, 4.79], [-3.16, -3.85, 5.67], [-1.10, -3.67, 7.15], [-2.64, -3.77, 7.96], [-1.55, -2.46, 8.42], [-3.82, -0.24, 5.45], [-3.37, -0.49, 4.00], [-6.97, -3.37, 0.54], [-6.68, -2.70, -0.83], [-6.31, -1.23, -0.79], [-6.18, -0.76, -2.12], [-5.83, 0.63, -2.17], [-5.56, -3.48, -1.37], [-7.43, -4.34, 0.35], [-7.64, -2.73, 1.11], [-6.06, -3.57, 1.10], [-7.50, -2.75, -1.54], [-5.37, -1.12, -0.25], [-7.08, -0.66, -0.28], [-5.02, 0.93, -1.51], [-6.78, 1.15, -2.03], [-5.52, 0.93, -3.17], [-5.88, -4.44, -1.40], [-5.01, -3.52, -0.53], [6.54, -1.03, -1.06], [6.37, -1.33, -2.52], [5.84, -2.80, -2.70], [6.73, -3.77, -2.26], [7.75, -4.06, -3.15], [5.49, -0.29, -3.01], [7.30, -1.67, -0.59], [5.61, -1.22, -0.53], [6.79, 0.02, -0.91], [7.29, -1.34, -3.10], [5.57, -2.92, -3.76], [4.93, -2.96, -2.12], [7.28, -4.53, -4.02], [8.37, -4.82, -2.67], [8.41, -3.24, -3.39], [5.80, 0.63, -2.72], [4.59, -0.38, -2.58]],
  "mulliken_charge": [0.04, -0.77, -0.41, -0.58, 0.73, -0.24, 0.48, 2.40, -0.54, -0.04, -0.73, 0.81, -0.07, -0.76, -0.75, 0.44, -0.42, -0.41, -0.53, -0.82, -0.04, 0.47, 0.04, 0.21, 0.44, 0.20, 0.01, 0.31, 0.38, 0.28, 0.30, -1.88, 2.71, -1.11, -0.40, 0.52, -0.70, 0.40, 0.41, 0.30, -1.12, 0.30, 0.40, 0.44, -0.58, -0.09, 0.30, 0.07, 0.15, 0.13, -1.07, -0.34, -0.80, -0.47, -0.38, 0.45, -0.37, 0.56, 0.24, 0.42, 0.26, 0.30, 0.32, 0.21, 0.21, -1.63, 0.14, -0.12, -0.40, -0.76, 0.05, 0.45, 0.32, 0.45, 0.22, -0.14, 0.74, 0.19, 0.26, 0.32, 0.41, -0.54, -1.41, 1.67, -0.89, -0.42, 0.25, -0.37, 0.11, 0.64, 0.04, -0.87, 0.38, 0.43, -0.25, 0.37, -0.17, 0.29, 0.28, -0.59, 0.70, -1.08, 0.42, -0.55, -0.80, -0.48, 0.43, 0.42, 0.18, 0.49, 0.32, -0.39, 0.29, 0.47, 0.27, 0.27, -0.67, 0.52, -0.25, -0.37, -0.50, 0.24, 0.00, -0.41, 0.49, 0.27, 0.10, 0.20, 0.01, 0.31, 0.24, -0.34, 0.25, -1.42, 0.34, -0.74, -0.24, -0.94, -0.79, 0.51, 0.17, 0.26, 0.46, 0.09, 0.65, 0.34, 0.42, 0.28, 0.48, 0.01, -1.34, -0.16, -0.08, -0.46, -1.01, -0.12, 0.42, 0.45, 0.32, 0.37, -0.08, 0.61, 0.46, 0.44, 0.13, 0.30, -0.06, -0.94, 0.39, -0.27, -0.39, -0.71, -0.71, 0.38, 0.07, 0.33, 0.28, 0.41, -0.19, 0.31, 0.28, 0.28, 0.47, 0.17]
}

***

[2]
{
  "formula": "C44H118N10O18S2",
  "method": "wB97M-V/def2-TZVPD",
  "largest_force_ev_per_a": 4.7,
  "homo_lumo_gap_ev": 9.031,
  "smiles": "O=S1(=O)OCCO1.O=S1(=O)OCCO1.COC[C@H](C)N.COC[C@H](C)N.COC[C@H](C)N.COC[C@H](C)N.COC[C@H](C)N.COC[C@H](C)N.COC[C@H](C)N.COC[C@H](C)N.COC[C@H](C)N.COC[C@H](C)N",
  "species": ["O", "S", "O", "O", "C", "C", "O", "H", "H", "H", "H", "O", "S", "O", "O", "C", "C", "O", "H", "H", "H", "H", "C", "O", "C", "C", "C", "N", "H", "H", "H", "H", "H", "H", "H", "H", "H", "H", "H", "C", "O", "C", "C", "C", "N", "H", "H", "H", "H", "H", "H", "H", "H", "H", "H", "H", "C", "O", "C", "C", "C", "N", "H", "H", "H", "H", "H", "H", "H", "H", "H", "H", "H", "C", "O", "C", "C", "C", "N", "H", "H", "H", "H", "H", "H", "H", "H", "H", "H", "H", "C", "O", "C", "C", "C", "N", "H", "H", "H", "H", "H", "H", "H", "H", "H", "H", "H", "C", "O", "C", "C", "C", "N", "H", "H", "H", "H", "H", "H", "H", "H", "H", "H", "H", "C", "O", "C", "C", "C", "N", "H", "H", "H", "H", "H", "H", "H", "H", "H", "H", "H", "C", "O", "C", "C", "C", "N", "H", "H", "H", "H", "H", "H", "H", "H", "H", "H", "H", "C", "O", "C", "C", "C", "N", "H", "H", "H", "H", "H", "H", "H", "H", "H", "H", "H", "C", "O", "C", "C", "C", "N", "H", "H", "H", "H", "H", "H", "H", "H", "H", "H", "H"],
  "xyz": [[11.32, 12.44, 10.59], [12.35, 13.47, 10.87], [12.12, 14.59, 11.84], [13.81, 12.77, 11.19], [14.64, 12.66, 10.04], [14.24, 13.85, 9.15], [12.86, 14.08, 9.38], [15.66, 12.62, 10.41], [14.33, 11.73, 9.58], [14.53, 13.76, 8.10], [14.86, 14.66, 9.53], [14.17, 8.03, 15.38], [14.11, 9.20, 14.46], [13.74, 8.99, 13.02], [13.20, 10.34, 15.28], [13.80, 11.59, 15.28], [15.12, 11.48, 14.43], [15.49, 10.13, 14.62], [13.17, 12.30, 14.75], [13.96, 12.01, 16.27], [15.88, 12.07, 14.94], [15.00, 11.68, 13.37], [15.30, 23.11, 10.74], [14.67, 21.98, 11.34], [13.34, 22.17, 11.74], [12.72, 21.04, 12.57], [12.72, 19.76, 11.82], [11.44, 21.40, 13.17], [16.03, 23.52, 11.44], [14.56, 23.83, 10.41], [16.05, 22.82, 9.99], [13.36, 23.01, 12.43], [12.79, 22.33, 10.81], [13.41, 20.88, 13.40], [12.15, 18.97, 12.32], [13.70, 19.34, 11.61], [12.27, 19.86, 10.83], [11.22, 20.82, 13.97], [10.75, 20.99, 12.56], [12.14, 15.58, 15.52], [11.67, 14.23, 15.23], [10.44, 14.31, 14.45], [9.19, 14.33, 15.47], [8.94, 13.02, 16.24], [8.00, 14.43, 14.70], [13.02, 15.48, 16.16], [11.49, 16.11, 16.21], [12.38, 16.28, 14.72], [10.40, 15.14, 13.74], [10.23, 13.36, 13.95], [9.31, 15.22, 16.08], [9.79, 12.81, 16.89], [8.63, 12.17, 15.63], [8.12, 13.04, 16.96], [8.06, 15.41, 14.44], [7.10, 14.44, 15.17], [18.90, 16.68, 16.75], [18.32, 17.18, 17.89], [19.34, 17.74, 18.76], [18.68, 18.67, 19.81], [19.72, 19.52, 20.48], [17.93, 17.93, 20.84], [19.56, 17.38, 16.24], [18.13, 16.44, 16.02], [19.42, 15.76, 17.03], [19.86, 16.94, 19.28], [19.95, 18.41, 18.15], [18.00, 19.37, 19.32], [19.34, 20.32, 21.11], [20.41, 20.02, 19.80], [20.31, 18.95, 21.21], [17.18, 17.36, 20.46], [18.48, 17.27, 21.36], [20.48, 19.78, 11.21], [19.54, 20.81, 11.22], [18.77, 20.89, 10.08], [17.78, 19.68, 10.12], [17.05, 19.59, 8.81], [16.77, 19.78, 11.21], [20.27, 18.74, 11.47], [21.30, 20.03, 11.87], [20.97, 19.68, 10.24], [18.19, 21.82, 10.09], [19.44, 20.93, 9.23], [18.31, 18.76, 10.35], [16.12, 19.03, 8.76], [17.70, 18.95, 8.22], [16.85, 20.45, 8.17], [16.42, 20.73, 11.21], [17.33, 19.89, 12.04], [15.11, 20.47, 18.12], [15.11, 19.45, 19.09], [13.87, 19.28, 19.88], [14.02, 19.44, 21.35], [14.49, 20.75, 21.81], [14.98, 18.43, 21.86], [15.07, 21.50, 18.47], [14.29, 20.30, 17.42], [16.08, 20.49, 17.63], [13.09, 19.95, 19.53], [13.51, 18.28, 19.61], [13.08, 19.15, 21.82], [14.79, 20.74, 22.86], [13.80, 21.56, 21.58], [15.46, 20.92, 21.34], [15.93, 18.66, 21.61], [14.93, 17.51, 21.45], [13.16, 17.21, 9.36], [12.14, 17.77, 8.52], [10.93, 17.02, 8.51], [10.02, 17.38, 9.66], [8.76, 16.58, 9.72], [9.71, 18.80, 9.67], [14.12, 17.74, 9.36], [13.41, 16.29, 8.84], [12.88, 17.11, 10.41], [10.43, 17.41, 7.62], [11.21, 15.97, 8.42], [10.54, 17.18, 10.60], [8.96, 15.53, 9.94], [8.15, 16.47, 8.83], [8.17, 16.92, 10.58], [10.60, 19.27, 9.76], [9.24, 19.05, 10.53], [18.55, 15.54, 9.98], [19.40, 15.63, 11.15], [20.23, 14.55, 11.31], [19.65, 13.27, 11.95], [18.91, 13.47, 13.25], [20.63, 12.18, 12.07], [18.21, 16.47, 9.52], [17.65, 14.95, 10.15], [19.12, 15.16, 9.14], [20.77, 14.39, 10.37], [21.02, 14.89, 11.98], [18.92, 12.89, 11.24], [17.92, 13.90, 13.10], [19.54, 13.97, 13.99], [18.73, 12.55, 13.81], [20.12, 11.31, 12.11], [21.08, 12.27, 12.97], [15.49, 23.27, 14.99], [16.40, 22.40, 15.55], [17.40, 21.89, 14.71], [18.24, 20.88, 15.50], [19.64, 20.68, 14.93], [17.61, 19.66, 15.44], [14.69, 23.52, 15.68], [15.09, 22.90, 14.05], [16.14, 24.10, 14.71], [16.87, 21.29, 13.97], [18.08, 22.67, 14.36], [18.44, 21.18, 16.53], [20.11, 19.76, 15.28], [20.18, 21.63, 15.03], [19.39, 20.65, 13.87], [16.64, 19.71, 15.71], [18.06, 18.95, 16.01], [11.61, 14.75, 19.53], [12.82, 14.72, 18.83], [14.03, 15.19, 19.48], [14.98, 15.89, 18.44], [15.66, 14.83, 17.54], [15.94, 16.66, 19.14], [10.74, 14.44, 18.95], [11.42, 15.69, 20.04], [11.56, 14.15, 20.44], [13.68, 15.84, 20.29], [14.44, 14.33, 20.01], [14.42, 16.55, 17.78], [16.28, 14.17, 18.16], [16.27, 15.25, 16.75], [14.88, 14.25, 17.06], [16.67, 16.86, 18.47], [15.58, 17.56, 19.41], [13.87, 18.43, 15.24], [14.91, 17.47, 15.30], [15.63, 17.52, 14.07], [15.16, 16.64, 12.89], [15.15, 15.17, 13.32], [15.91, 16.84, 11.65], [13.45, 18.37, 16.24], [13.02, 18.30, 14.57], [14.33, 19.42, 15.30], [15.82, 18.54, 13.73], [16.64, 17.17, 14.32], [14.13, 16.89, 12.66], [16.06, 14.77, 13.78], [15.12, 14.47, 12.48], [14.44, 14.94, 14.11], [16.86, 16.56, 11.84], [16.05, 17.81, 11.42]],
  "mulliken_charge": [-0.62, 0.81, -0.17, -0.15, -0.43, 0.03, -0.30, 0.17, 0.30, 0.46, -0.09, -0.55, 1.01, -0.51, -0.35, 0.45, 0.28, -0.45, -0.22, 0.11, 0.20, 0.00, -0.97, -0.28, -1.63, 2.03, -1.27, -0.82, 0.26, 0.49, 0.22, 0.47, 0.50, -0.72, 0.65, -0.25, 0.34, 0.34, 0.26, -0.49, 0.14, -0.62, 0.60, -1.68, -0.70, -0.32, 0.27, 0.17, 0.06, 0.32, 0.35, 0.27, 0.41, 0.43, 0.26, 0.26, -0.85, -0.16, -0.88, 1.40, -1.79, -0.47, 0.55, -0.20, 0.22, 0.28, 0.33, -0.46, 0.42, 0.38, 0.38, 0.36, 0.30, -0.89, -0.29, -0.67, 1.59, -1.74, 0.56, 0.30, 0.32, 0.44, 0.01, 0.42, -0.27, 0.14, 0.47, 0.36, -0.56, -0.05, -0.59, 0.05, -0.60, 0.16, -1.60, -0.77, 0.37, 0.34, -0.38, 0.71, 0.22, 0.45, 0.43, 0.37, 0.25, 0.36, 0.35, 0.71, -0.49, -0.73, 1.49, -1.59, -0.83, -0.71, 0.42, -0.14, 0.37, 0.23, -0.38, 0.34, 0.33, 0.36, 0.33, 0.35, -0.71, -0.07, -1.16, 0.83, -0.93, -0.80, 0.03, 0.25, 0.46, 0.46, 0.25, 0.07, -0.13, 0.43, 0.49, 0.29, 0.30, -0.64, -0.24, -0.56, 0.72, -1.18, 0.55, 0.24, 0.05, 0.41, 0.08, 0.47, 0.22, 0.30, 0.43, 0.02, -0.51, -0.34, -0.94, -0.10, -0.87, 2.43, -0.82, -0.23, 0.13, 0.38, 0.40, 0.31, 0.38, -0.97, 0.51, -0.31, -0.14, -0.07, -0.01, -0.75, 2.27, -1.36, 2.16, -0.97, 0.69, 0.37, -0.01, -0.27, -0.05, -0.24, -0.69, -0.37, 0.44, -0.30, -0.09, -0.47]
}